{"formula": "C23H65N3O11", "method": "ωB97M-V/def2-TZVPD", "largest_force_ev_per_a": 4.319, "energy_ha": -1906.53496, "relative_energy_kcal_mol": 53.3, "homo_lumo_gap_ev": [8.915, 3.291], "e_homo_ev": [-11.20, -11.20], "total_charge": 1, "s2": 0.754, "spin_multiplicity": 2, "symbols": ["H", "H", "H", "O", "H", "O", "C", "H", "C", "C", "H", "H", "H", "H", "H", "H", "H", "H", "H", "H", "H", "O", "H", "C", "H", "H", "C", "H", "H", "H", "H", "H", "N", "C", "O", "H", "H", "O", "H", "H", "O", "H", "H", "C", "H", "C", "O", "H", "H", "H", "H", "H", "H", "O", "H", "H", "O", "N", "H", "H", "H", "O", "O", "C", "C", "H", "H", "H", "H", "C", "H", "C", "C", "H", "H", "H", "C", "C", "H", "H", "H", "H", "H", "H", "C", "C", "H", "H", "H", "C", "C", "H", "H", "C", "H", "H", "C", "H", "C", "N", "C", "H"], "xyz": [[1.336, -3.697, 1.079], [2.479, -2.196, -6.812], [-0.250, -0.515, -0.731], [-0.323, -4.817, 0.198], [6.101, -2.263, -3.173], [3.312, -3.308, -5.368], [0.511, 3.510, -0.709], [-8.098, 1.997, 2.735], [0.528, 4.116, 5.792], [-4.679, -0.167, 2.878], [2.660, 1.258, 0.704], [6.340, -3.556, -0.835], [-5.137, -1.079, 3.261], [1.350, -0.341, 1.088], [3.338, 0.435, 2.121], [1.512, 3.698, -1.098], [-0.931, 2.101, -3.320], [0.670, 3.424, 6.621], [-3.073, -1.240, -1.008], [-1.519, -1.853, -4.230], [-1.627, -4.440, -3.358], [-1.583, 0.297, -3.501], [-5.478, -1.246, -2.805], [0.113, 3.260, 4.576], [-0.093, -3.580, -3.062], [-0.071, 2.443, 2.103], [-7.559, 1.912, 3.679], [-0.103, 5.005, 5.768], [-5.259, 1.922, 2.519], [-2.787, 2.039, -3.506], [-3.761, -1.480, -3.067], [0.550, -0.983, -2.234], [-0.203, 4.100, 3.430], [-3.818, -1.858, -0.508], [-4.654, -2.542, -1.399], [2.592, -1.124, -0.977], [-1.898, 1.397, -1.969], [-1.525, -2.804, -4.366], [0.606, 4.623, 3.123], [0.835, 2.486, 4.314], [1.732, -1.273, -0.577], [4.934, -0.504, -2.379], [1.016, 0.449, -1.558], [2.881, -2.546, -4.167], [1.932, -2.031, -4.322], [7.592, -1.464, 0.419], [6.735, -1.416, -0.688], [-4.062, 0.274, 3.661], [-0.115, 3.697, -1.581], [-1.456, 3.396, 0.339], [7.693, -0.428, 0.743], [1.857, 5.950, 7.402], [-0.120, -3.944, 2.055], [0.226, 4.286, 0.381], [0.390, 2.450, -0.486], [-0.749, 2.658, 4.864], [1.875, 4.591, 5.665], [-3.783, -0.516, 1.767], [-0.099, -2.951, 0.601], [3.359, 5.856, 6.436], [-1.610, 4.853, 1.252], [1.296, 0.332, 1.770], [-6.456, 1.005, 3.794], [-0.942, 4.010, 1.078], [0.710, -0.550, -1.247], [3.038, -3.833, -7.118], [4.508, -1.212, -4.624], [3.165, -0.536, -3.915], [1.437, -3.627, -6.231], [5.906, -2.567, -0.988], [-3.237, -1.322, 2.039], [0.262, -3.883, 1.037], [-4.682, -1.072, 0.615], [-5.352, -0.338, 0.167], [4.831, -3.374, -2.770], [5.170, -2.578, -0.185], [2.425, -3.224, -6.453], [-5.679, 0.918, 2.578], [2.389, 1.978, 2.279], [-7.220, 2.943, 3.774], [-6.366, 0.669, 1.770], [1.865, 6.610, 5.872], [-5.353, -1.838, 1.002], [-3.137, -2.570, -0.041], [-1.170, -3.465, -3.187], [2.274, 5.756, 6.414], [-1.370, 0.352, -4.436], [-8.302, 1.757, 4.462], [-5.062, -2.712, -3.451], [3.840, -1.380, -3.779], [-4.674, -1.980, -2.744], [8.648, -1.604, 0.189], [2.753, -3.230, -3.328], [5.360, -2.492, -2.407], [-1.484, -3.073, -2.219], [0.262, -5.567, 0.067], [2.499, 1.028, 1.757], [7.099, -2.098, 1.156], [-1.884, 1.661, -3.026], [4.432, -1.378, -2.437], [-0.721, 3.274, 2.377], [-1.714, 2.891, 2.608]], "mulliken_charge": [0.282, 0.314, 0.401, -0.498, 0.369, -0.395, -0.503, 0.314, -0.639, -0.733, 0.237, 0.420, 0.351, 0.367, 0.330, 0.328, 0.305, 0.382, 0.009, 0.295, 0.436, -0.369, 0.291, -0.344, 0.075, -0.081, -0.806, 0.386, 0.186, 0.361, 0.130, 0.222, 0.120, 0.099, -0.427, -0.001, 0.047, -0.554, 0.369, 0.284, -0.335, 0.181, 0.346, -0.405, 0.309, -0.723, -0.373, 0.277, 0.369, 0.426, 0.227, 0.342, 0.340, -0.434, 0.082, 0.474, -0.338, -0.185, -0.087, 0.264, 0.453, -0.492, -0.328, -0.894, -0.805, 0.282, 0.385, 0.438, 0.255, -0.660, 0.223, -0.308, -0.790, 0.313, 0.508, 0.277, -0.715, -0.161, 0.234, 0.314, 0.312, 0.330, 0.369, 0.216, -0.219, -0.794, 0.253, 0.275, 0.253, -0.969, -0.479, 0.261, 0.415, -0.686, -0.024, 0.276, -0.644, 0.327, -0.584, 0.047, 0.028, 0.392]}